[1]
# C5H14N

3 unconnected molecules or ions with the total composition C5H14N at a distorted geometry (ωB97M-V/def2-TZVPD, OMol25).

Geometry as XYZ:
```
20
C5H14N (ωB97M-V/def2-TZVPD)
C 2.620 2.597 -2.390
C 3.451 3.935 -2.384
C 2.802 4.698 -1.211
C 2.819 4.098 0.285
C 1.435 4.297 1.002
N 1.379 2.968 -1.864
H 3.274 1.866 -1.907
H 2.677 2.169 -3.469
H 4.542 3.913 -2.111
H 3.397 4.319 -3.418
H 3.701 5.574 -1.059
H 1.668 5.027 -1.393
H 3.378 3.023 0.330
H 3.328 4.920 0.703
H 1.357 5.374 1.219
H 1.429 3.795 2.034
H 0.655 3.861 0.364
H -22.418 -33.332 7.635
H -22.180 -35.397 9.863
H 0.686 2.293 -2.228
```

ΔE to the lowest compared entry with this formula, charge and spin (kcal/mol): 365.1
E_LUMO (eV): -9.010
Total charge: +1
HOMO-LUMO gap (eV): 0.47
HOMO energy (hartree): -0.3484

---

[2]
# C21H51BrCuN3O11P2

A molecular structure, C21H51BrCuN3O11P2 at a distorted geometry (ωB97M-V/def2-TZVPD, OMol25).

Geometry as XYZ:
```
90
C21H51BrCuN3O11P2 (ωB97M-V/def2-TZVPD)
Cu 0.767 -0.017 1.053
Br 1.699 2.093 2.699
C 2.752 -2.658 1.685
O 1.733 -1.958 1.697
N 4.011 -2.173 1.666
C 5.142 -3.068 1.706
C 4.362 -0.766 1.511
H 2.669 -3.751 1.791
H 6.128 -2.616 1.809
H 5.197 -3.808 0.908
H 5.118 -3.697 2.596
H 3.538 -0.074 1.338
H 4.659 -0.360 2.478
H 5.160 -0.482 0.825
C -3.357 2.102 -0.157
O -4.367 2.753 0.188
N -2.929 1.979 -1.470
C -3.660 2.547 -2.583
C -1.768 1.143 -1.848
H -2.778 1.487 0.549
H -4.379 3.285 -2.229
H -4.058 1.802 -3.272
H -2.881 3.115 -3.091
H -1.147 0.879 -0.991
H -1.973 0.285 -2.488
H -1.073 1.702 -2.475
C -0.201 -2.383 -1.552
O -0.258 -1.507 -0.698
N -1.252 -2.887 -2.156
C -2.620 -2.408 -1.849
C -1.109 -3.952 -3.162
H 0.645 -2.986 -1.917
H -2.636 -1.525 -1.211
H -3.178 -3.195 -1.342
H -3.007 -2.091 -2.817
H -0.072 -4.193 -3.396
H -1.565 -4.838 -2.720
H -1.617 -3.729 -4.100
C -5.884 -0.290 1.350
C -4.512 -1.010 1.208
O -3.867 -0.800 2.446
P -2.349 -1.283 2.655
O -1.299 -0.564 1.935
O -2.164 -1.324 4.265
C -1.782 -0.197 5.043
C -0.294 -0.374 5.551
O -2.397 -2.823 2.284
C -1.214 -3.599 2.391
C -1.702 -5.069 2.722
H -6.532 -0.680 2.135
H -5.654 0.764 1.501
H -6.498 -0.317 0.450
H -4.577 -2.094 1.110
H -3.927 -0.634 0.369
H -1.965 0.738 4.512
H -2.415 -0.315 5.922
H -0.002 0.663 5.717
H -0.128 -0.998 6.430
H 0.379 -0.778 4.795
H -0.575 -3.572 1.508
H -0.645 -3.311 3.275
H -1.922 -5.564 1.776
H -0.882 -5.641 3.155
H -2.599 -4.955 3.331
C 1.181 3.072 -5.190
C 2.373 2.386 -4.577
O 1.824 1.492 -3.529
P 2.014 1.895 -1.945
O 1.332 0.960 -1.003
O 1.668 3.503 -1.775
C 0.942 3.922 -0.605
C 0.552 5.393 -0.853
O 3.644 1.848 -1.849
C 4.310 2.598 -0.879
C 5.752 2.012 -0.802
H 0.491 2.342 -5.614
H 0.544 3.639 -4.512
H 1.580 3.855 -5.836
H 2.908 1.765 -5.295
H 3.048 3.142 -4.175
H 0.124 3.293 -0.253
H 1.705 3.944 0.173
H 1.375 5.987 -1.250
H -0.266 5.339 -1.572
H 0.209 5.945 0.022
H 4.317 3.638 -1.206
H 3.760 2.534 0.059
H 5.818 0.925 -0.758
H 6.317 2.175 -1.720
H 6.187 2.374 0.130
```

E_LUMO (spin up / spin down) (eV): 2.432 / 2.372
2S+1: 2
Total charge: -1
HOMO-LUMO gap (spin up / spin down) (eV): 1.87 / 7.48
HOMO energy (spin up / spin down) (hartree): 0.0206 / -0.1877

---

[3]
# C6H14O

A single C6H14O molecule at a distorted geometry (ωB97M-V/def2-TZVPD, OMol25).

Geometry as XYZ:
```
21
C6H14O (ωB97M-V/def2-TZVPD)
C 0.560 2.376 -0.637
C 1.340 1.077 -0.545
C 0.413 -0.251 -0.885
C -0.520 -0.564 0.242
C -1.162 -2.044 -0.244
C 0.138 -0.747 1.605
O -1.552 0.382 0.286
H 0.127 2.493 -1.629
H -0.248 2.394 0.091
H 1.206 3.235 -0.449
H 1.818 0.979 0.430
H 2.141 1.066 -1.288
H 1.100 -1.077 -1.056
H -0.155 -0.011 -1.781
H -1.984 -2.272 0.432
H -1.559 -1.997 -1.255
H -0.406 -2.820 -0.165
H -0.549 -1.254 2.282
H 0.394 0.219 2.035
H 1.041 -1.346 1.517
H -2.146 0.164 1.013
```

ΔE to the lowest compared entry with this formula, charge and spin (kcal/mol): 14.3
SMILES string: CCCC(C)(C)O
E_LUMO (eV): 0.902
HOMO-LUMO gap (eV): 10.40
HOMO energy (hartree): -0.3490

---

[4]
# C4H22NO8

7 unconnected molecules or ions with the total composition C4H22NO8 at a distorted geometry (ωB97M-V/def2-TZVPD, OMol25).

Geometry as XYZ:
```
35
C4H22NO8 (ωB97M-V/def2-TZVPD)
C -0.116 2.665 0.260
O 0.938 2.423 1.262
C 0.524 2.055 -1.122
C -0.270 0.747 -1.516
C 0.408 -0.618 -2.048
O 1.385 -1.139 -1.161
N 2.051 1.838 -1.199
H -0.962 2.211 0.603
H -0.406 3.653 0.205
H 1.215 1.470 1.301
H 0.414 2.726 -2.052
H -0.776 0.477 -0.639
H -1.020 0.862 -2.294
H -0.367 -1.325 -2.428
H 1.038 -0.288 -2.941
H 2.275 0.843 -1.425
H 2.470 1.944 -0.290
H -1.984 -1.265 2.078
H -0.872 -1.889 1.245
O -1.912 -2.011 1.505
H -1.943 -2.353 -0.077
H -1.211 -2.612 -1.536
O -2.021 -2.512 -1.052
H 0.104 -0.190 2.396
H -0.719 0.854 3.062
O -0.030 0.241 3.171
H 2.089 -0.930 1.160
H 3.128 -0.067 0.383
O 3.026 -0.708 1.025
H 0.956 -2.519 1.431
H 1.001 -1.553 -0.348
O 0.564 -1.644 1.278
H -3.066 -0.440 -0.838
H -2.792 -0.834 0.535
O -3.116 -0.109 0.065
```

ΔE to the lowest compared entry with this formula, charge and spin (kcal/mol): 47.8
E_LUMO (eV): 3.325
Total charge: -1
HOMO-LUMO gap (eV): 9.51
HOMO energy (hartree): -0.2271

---

[5]
# C3HINOS2

A gas-phase ion, C3HINOS2 (charge -1) at a distorted geometry (ωB97M-V/def2-TZVPD, OMol25).

Geometry as XYZ:
```
9
C3HINOS2 (ωB97M-V/def2-TZVPD)
S -0.097 0.644 2.746
C 0.242 -0.442 1.599
N 0.889 -1.639 1.631
C 1.171 -2.021 0.434
S 1.837 -3.333 -0.208
O 0.710 -0.856 -0.570
C -0.157 -0.255 0.156
I -2.285 -1.211 -0.025
H -0.342 0.864 0.061
```

ΔE to the lowest compared entry with this formula, charge and spin (kcal/mol): 5.7
SMILES string: S=C1N=C([S-])O[C@H]1I
E_LUMO (eV): 2.581
Total charge: -1
HOMO-LUMO gap (eV): 7.51
HOMO energy (hartree): -0.1812

---

[6]
# C19H19FN4O4

A single C19H19FN4O4 molecule (ωB97M-V/def2-TZVPD, OMol25).

Geometry as XYZ:
```
47
C19H19FN4O4 (ωB97M-V/def2-TZVPD)
O 1.094 0.561 1.273
C 1.764 0.935 0.334
C 1.164 0.996 -1.082
N -0.221 0.600 -1.008
N -0.445 -0.723 -1.089
C -1.607 -1.184 -0.846
N -2.658 -0.385 -0.489
C -2.478 0.992 -0.391
C -3.654 1.586 -0.019
C -4.613 0.551 0.123
C -5.965 0.544 0.473
C -6.596 -0.675 0.508
F -7.905 -0.724 0.841
C -5.958 -1.884 0.214
C -4.626 -1.894 -0.133
C -3.960 -0.675 -0.177
C -1.159 1.552 -0.652
O -0.878 2.733 -0.612
N 3.039 1.357 0.462
C 3.937 1.684 -0.619
C 4.790 0.461 -0.984
C 5.073 -0.389 0.281
C 5.091 0.509 1.520
C 3.714 1.146 1.731
O 6.308 -1.065 0.168
C 6.057 -2.308 -0.449
C 4.554 -2.561 -0.205
O 4.099 -1.397 0.446
H 1.682 0.304 -1.746
H 1.193 2.020 -1.463
H -1.765 -2.246 -0.930
H -3.804 2.635 0.133
H -6.495 1.452 0.708
H -6.528 -2.798 0.267
H -4.123 -2.821 -0.360
H 3.388 2.044 -1.487
H 4.582 2.496 -0.270
H 5.742 0.773 -1.413
H 4.269 -0.165 -1.710
H 5.360 -0.096 2.384
H 5.868 1.259 1.372
H 3.071 0.490 2.320
H 3.817 2.102 2.256
H 6.286 -2.259 -1.521
H 6.698 -3.053 0.024
H 4.369 -3.410 0.457
H 4.012 -2.716 -1.146
```

ΔE to the lowest compared entry with this formula, charge and spin (kcal/mol): 1.8
SMILES string: O=C(Cn1ncn2c(cc3cc(F)ccc32)c1=O)N1CCC2(CC1)OCCO2
E_LUMO (eV): 0.306
HOMO-LUMO gap (eV): 8.44
HOMO energy (hartree): -0.2989

---

[7]
# C23H52F3N6O9

8 unconnected molecules or ions with the total composition C23H52F3N6O9 at a distorted geometry (ωB97M-V/def2-TZVPD, OMol25).

Geometry as XYZ:
```
93
C23H52F3N6O9 (ωB97M-V/def2-TZVPD)
O 1.694 0.507 -0.118
H 1.105 0.724 0.630
H 1.237 0.686 -0.979
H 2.561 0.983 -0.044
C 0.310 -0.001 -3.309
O -1.027 0.577 -3.448
O 1.005 0.942 -2.644
C 0.133 -1.435 -2.786
F -0.686 -2.169 -3.565
F 1.324 -2.091 -2.755
F -0.416 -1.512 -1.580
C -1.644 0.581 -4.698
C -3.189 0.613 -4.529
H -3.440 1.659 -4.352
H -3.587 0.236 -5.472
H -3.671 -0.021 -3.786
H -1.455 -0.281 -5.348
H -1.359 1.352 -5.422
H 0.707 -0.143 -4.322
C -0.134 -2.072 1.560
C -1.424 -2.885 1.720
C -1.816 -3.328 0.269
C -2.799 -4.441 0.225
C -2.310 -5.598 1.072
C -2.038 -5.187 2.568
N -1.168 -3.995 2.635
O -0.732 -3.658 3.873
C -3.356 -5.147 3.323
C -1.322 -6.436 3.153
C -2.501 -1.893 2.185
H 0.064 -1.431 2.420
H -0.236 -1.326 0.771
H 0.746 -2.659 1.298
H -2.299 -2.466 -0.190
H -0.886 -3.557 -0.251
H -3.094 -4.716 -0.790
H -3.744 -4.082 0.645
H -1.410 -6.096 0.705
H -3.052 -6.396 1.021
H -3.227 -5.172 4.404
H -3.937 -4.265 3.035
H -4.099 -5.894 3.038
H -1.973 -7.306 3.099
H -0.398 -6.650 2.614
H -1.006 -6.164 4.161
H -2.427 -1.672 3.250
H -3.487 -2.311 1.976
H -2.375 -0.959 1.640
O 2.955 5.253 -3.987
C 2.678 4.068 -4.117
N 2.770 3.236 -3.058
C 2.286 3.498 -5.452
H 2.857 3.667 -2.150
H 2.216 2.385 -3.038
H 3.208 3.191 -5.950
H 1.840 4.235 -6.116
H 1.637 2.629 -5.343
O 1.500 3.836 -0.407
C 0.389 4.134 -0.858
N -0.205 3.340 -1.759
C -0.382 5.364 -0.439
H -1.116 3.572 -2.112
H 0.290 2.488 -2.021
H 0.344 6.165 -0.312
H -0.852 5.172 0.526
H -1.136 5.672 -1.162
O 4.080 1.353 0.292
C 4.622 2.389 0.666
N 3.865 3.467 0.756
C 6.107 2.520 1.010
H 4.158 4.078 1.504
H 2.924 3.545 0.368
H 6.249 2.801 2.053
H 6.623 3.259 0.397
H 6.565 1.574 0.727
O 1.948 0.971 2.698
C 2.409 0.694 3.814
N 3.139 1.558 4.513
C 1.970 -0.604 4.415
H 3.536 1.432 5.428
H 3.239 2.458 4.069
H 1.083 -0.372 5.013
H 2.688 -1.142 5.031
H 1.470 -1.237 3.685
O -0.707 1.089 0.784
C -1.836 1.484 0.469
N -2.336 1.141 -0.700
C -2.678 2.319 1.410
H -3.057 1.684 -1.148
H -1.761 0.598 -1.332
H -1.985 2.904 2.010
H -3.361 1.706 1.999
H -3.396 2.982 0.922
```

E_LUMO (spin up / spin down) (eV): 0.352 / 0.262
2S+1: 2
HOMO-LUMO gap (spin up / spin down) (eV): 8.82 / 8.99
HOMO energy (spin up / spin down) (hartree): -0.3112 / -0.3209

---

[8]
# C3H5NO2

A single C3H5NO2 molecule at a distorted geometry (ωB97M-V/def2-TZVPD, OMol25).

Geometry as XYZ:
```
11
C3H5NO2 (ωB97M-V/def2-TZVPD)
H -1.981 -1.330 -0.881
N -1.260 -0.736 -0.477
C -0.147 -1.200 -0.878
O 1.020 -0.672 -0.463
C 0.863 0.665 0.048
C 0.088 0.729 1.356
O -0.286 1.775 1.823
H -0.468 -1.332 -1.914
H 0.361 1.299 -0.696
H 1.876 1.043 0.213
H -0.067 -0.240 1.868
```

ΔE to the lowest compared entry with this formula, charge and spin (kcal/mol): 73.7
SMILES string: [H]/N=C/OCC=O
E_LUMO (eV): 0.829
HOMO-LUMO gap (eV): 10.70
HOMO energy (hartree): -0.3626